Record 1
{"formula": "C4H12NO", "method": "wB97M-V/def2-TZVPD", "symbols": ["O", "C", "C", "N", "C", "C", "H", "H", "H", "H", "H", "H", "H", "H", "H", "H", "H", "H"], "coordinates": [[-0.484, 0.924, -1.782], [-1.168, 0.997, -0.568], [-0.318, 0.391, 0.595], [-0.050, -1.162, -0.055], [0.785, -1.965, 0.851], [1.036, 0.963, 0.920], [0.241, 1.592, -1.845], [-2.090, 0.398, -0.685], [-1.495, 2.070, -0.495], [-0.896, 0.232, 1.509], [-0.990, -1.545, 0.042], [0.283, -1.017, -1.006], [1.736, -2.335, 0.479], [0.288, -2.887, 1.177], [1.099, -1.410, 1.740], [0.810, 2.003, 1.276], [1.527, 0.640, 1.835], [1.613, 1.173, 0.015]], "forces_ev_per_angstrom": [[-0.1, 0.2, 0.4], [-1.5, 0.0, -1.1], [2.3, -2.1, 0.0], [-1.1, 2.1, 2.2], [1.3, -1.3, 1.4], [-1.4, 2.8, -0.4], [0.1, 0.2, -0.2], [0.5, 0.1, -0.1], [0.6, -0.1, 0.8], [-0.5, 0.1, -0.4], [0.0, -0.4, -1.0], [0.0, -0.7, -0.1], [0.0, 0.4, -0.9], [-0.4, 0.5, -0.2], [-0.5, 0.0, -0.2], [-0.1, -0.4, -0.3], [0.2, -0.8, -0.4], [0.6, -0.6, 0.4]], "s_squared": 0.755, "e_above_lowest_kj_mol": 283.4, "energy_ev": -7857.317, "multiplicity": 2, "fmax_ev_per_a": 3.273, "lumo_ev": [-8.061, -15.369], "charge": 2}


Record 2
{"formula": "C7H10O", "method": "wB97M-V/def2-TZVPD", "symbols": ["C", "C", "O", "C", "C", "C", "C", "C", "H", "H", "H", "H", "H", "H", "H", "H", "H", "H"], "coordinates": [[-0.875, -1.182, 1.704], [-1.418, 0.018, 1.341], [-0.884, 0.589, 0.270], [0.302, -0.152, -0.101], [0.202, -1.392, 0.632], [0.031, -0.006, -1.642], [1.016, 1.084, -1.712], [1.425, 0.965, -0.129], [-0.966, -2.212, 2.382], [-2.222, 0.722, 1.654], [-0.245, -2.163, -0.118], [0.995, -2.084, 1.421], [0.388, -0.793, -2.178], [-1.040, 0.162, -1.834], [0.726, 2.027, -1.983], [1.874, 0.849, -2.473], [0.717, 1.861, 0.472], [2.750, 0.914, -0.060]], "forces_ev_per_angstrom": [[-0.3, -1.0, -0.1], [-1.6, -0.9, 2.3], [0.5, 0.5, 0.8], [0.4, 2.0, -2.2], [0.0, -6.0, 2.6], [-0.7, -0.2, 1.8], [3.9, -0.3, 0.1], [0.3, 2.3, -1.1], [-0.6, 3.8, -1.4], [0.4, -1.3, 0.6], [1.0, 0.8, 1.3], [-1.1, 2.6, -3.3], [0.7, -2.6, -1.6], [0.6, 0.0, -0.1], [-1.1, 2.4, -0.6], [-1.2, 0.3, 1.6], [3.3, -2.1, -1.4], [-4.5, -0.2, 0.6]], "e_above_lowest_kj_mol": 594.3, "energy_ev": -9462.401, "fmax_ev_per_a": 6.558, "lumo_ev": 0.963, "charge": 0}


Record 3
{"formula": "C32H25BrN3O2PRuSbSe4", "method": "wB97M-V/def2-TZVPD", "symbols": ["Ru", "C", "C", "C", "C", "C", "Br", "N", "C", "H", "H", "H", "H", "H", "H", "Se", "Sb", "Se", "Se", "Se", "N", "P", "C", "C", "C", "C", "C", "C", "C", "C", "C", "C", "C", "C", "C", "C", "C", "C", "C", "C", "H", "H", "H", "H", "H", "H", "H", "H", "H", "H", "H", "H", "H", "H", "H", "O", "C", "N", "C", "O", "C", "C", "C", "C", "C", "C", "H", "H", "H", "H"], "coordinates": [[0.775, -0.075, 0.775], [4.211, 2.567, 4.411], [3.664, 1.221, 4.051], [4.292, 0.027, 4.400], [3.766, -1.193, 4.004], [2.609, -1.173, 3.244], [1.840, -2.791, 2.672], [1.991, -0.050, 2.900], [2.503, 1.121, 3.303], [5.000, 2.483, 5.159], [3.429, 3.218, 4.802], [4.621, 3.061, 3.529], [5.206, 0.055, 4.982], [4.234, -2.133, 4.257], [1.966, 2.003, 2.969], [1.465, 5.673, 1.178], [0.355, 4.363, -0.494], [0.075, 2.237, 1.102], [1.517, 4.102, -2.753], [-1.867, 4.904, -1.248], [-0.943, -0.881, 1.347], [-2.174, -0.754, 0.400], [-1.728, -0.217, -1.258], [-2.176, 0.959, -1.846], [-1.603, 1.397, -3.032], [-0.576, 0.677, -3.622], [-0.121, -0.502, -3.043], [-0.698, -0.947, -1.866], [-3.574, 0.263, 0.953], [-3.302, 1.364, 1.759], [-4.325, 2.222, 2.131], [-5.625, 1.973, 1.723], [-5.906, 0.861, 0.940], [-4.882, 0.013, 0.554], [-2.969, -2.387, 0.149], [-3.089, -3.224, 1.255], [-3.636, -4.487, 1.131], [-4.064, -4.940, -0.110], [-3.942, -4.119, -1.219], [-3.396, -2.849, -1.089], [-2.935, 1.575, -1.376], [-1.918, 2.348, -3.443], [-0.089, 1.069, -4.503], [0.707, -1.046, -3.482], [-0.330, -1.862, -1.404], [-2.281, 1.556, 2.067], [-4.093, 3.099, 2.719], [-6.421, 2.651, 2.003], [-6.921, 0.660, 0.623], [-5.107, -0.846, -0.067], [-2.722, -2.877, 2.216], [-3.719, -5.127, 2.001], [-4.480, -5.935, -0.213], [-4.260, -4.466, -2.194], [-3.301, -2.214, -1.961], [2.527, -2.008, -0.249], [2.803, -0.976, -0.912], [2.358, 0.260, -0.481], [2.710, 1.246, -1.380], [2.488, 2.457, -1.185], [3.414, 0.596, -2.463], [3.958, 1.090, -3.649], [4.540, 0.215, -4.534], [4.592, -1.182, -4.245], [4.067, -1.678, -3.078], [3.474, -0.790, -2.169], [3.902, 2.152, -3.862], [4.958, 0.578, -5.465], [5.055, -1.850, -4.963], [4.097, -2.739, -2.851]], "forces_ev_per_angstrom": [[-0.7, 0.3, 0.0], [0.1, 0.1, 0.1], [0.1, -0.3, 0.1], [0.0, 0.1, 0.0], [0.0, 0.2, 0.0], [-0.1, 0.4, 0.1], [-0.1, -0.2, 0.2], [0.3, -0.2, -0.1], [-0.1, -0.3, -0.2], [0.0, 0.0, 0.0], [0.0, 0.0, 0.0], [0.0, 0.0, 0.0], [0.0, 0.0, 0.0], [0.0, 0.0, 0.0], [0.0, 0.0, -0.1], [0.2, 0.3, 0.0], [0.0, -0.9, -0.1], [0.2, 0.1, -0.3], [-0.3, 0.2, 0.2], [-0.3, 0.2, 0.0], [0.8, 0.3, 0.0], [-0.1, -0.4, -0.2], [0.0, 0.1, -0.2], [-0.1, 0.0, 0.0], [0.0, 0.1, 0.0], [0.1, 0.0, 0.1], [0.0, 0.1, 0.0], [0.0, -0.2, 0.0], [0.2, 0.2, 0.0], [0.1, -0.1, 0.0], [0.0, 0.1, 0.0], [0.0, 0.0, 0.0], [-0.1, 0.1, 0.0], [-0.1, -0.1, -0.1], [0.1, 0.0, 0.1], [0.1, 0.1, 0.2], [-0.1, -0.1, 0.0], [0.0, 0.0, 0.0], [0.0, -0.1, 0.0], [-0.1, 0.1, -0.1], [0.1, -0.1, 0.1], [0.0, 0.0, 0.0], [0.0, 0.0, -0.1], [0.0, 0.0, 0.0], [0.0, 0.1, 0.0], [0.0, 0.0, 0.0], [0.0, 0.0, 0.0], [0.0, 0.0, 0.0], [0.0, 0.0, 0.0], [0.0, 0.0, 0.0], [0.0, 0.0, 0.0], [0.0, 0.0, 0.0], [0.0, 0.0, 0.0], [0.0, 0.0, 0.0], [0.0, 0.0, 0.0], [-0.3, -0.1, 0.2], [0.0, 0.0, -0.4], [-0.3, 0.0, 0.4], [0.3, -0.1, 0.0], [0.2, 0.2, 0.2], [-0.2, 0.2, 0.0], [0.0, 0.2, 0.0], [0.1, -0.2, 0.0], [0.0, 0.2, -0.1], [0.0, -0.1, 0.1], [0.0, -0.3, 0.1], [0.0, 0.0, 0.0], [0.0, 0.0, 0.0], [0.0, 0.0, 0.0], [0.0, 0.0, 0.0]], "s_squared": 8.803, "e_above_lowest_kj_mol": 128.3, "energy_ev": -391993.146, "multiplicity": 6, "fmax_ev_per_a": 0.894, "lumo_ev": [3.929, 3.927], "charge": -2}


Record 4
{"formula": "C4H9NO2", "method": "wB97M-V/def2-TZVPD", "symbols": ["C", "N", "C", "O", "C", "C", "O", "H", "H", "H", "H", "H", "H", "H", "H", "H"], "coordinates": [[-1.553, -2.172, -0.559], [-0.723, -1.005, -0.342], [0.523, -1.159, -0.462], [1.432, -0.172, -0.352], [0.928, 1.167, -0.323], [0.864, 1.745, 1.098], [-0.184, 2.684, 1.210], [-2.089, -2.416, 0.365], [-2.298, -1.941, -1.329], [-0.982, -3.058, -0.880], [1.030, -2.105, -0.694], [1.563, 1.770, -0.983], [-0.074, 1.167, -0.758], [0.760, 0.925, 1.822], [1.777, 2.295, 1.353], [-0.975, 2.275, 0.832]], "forces_ev_per_angstrom": [[-0.1, -0.1, 0.0], [0.5, 0.0, -0.1], [-0.2, 0.0, 0.0], [0.0, 0.0, -0.1], [-0.1, 0.3, -0.1], [0.2, -0.2, 0.0], [-0.3, 0.0, -0.2], [0.0, 0.0, -0.2], [0.1, -0.1, 0.2], [-0.1, 0.1, 0.1], [-0.1, 0.1, 0.1], [0.0, -0.2, 0.2], [0.0, 0.0, 0.1], [-0.1, 0.1, -0.2], [-0.1, -0.2, -0.1], [0.1, 0.1, 0.2]], "e_above_lowest_kj_mol": 200.2, "energy_ev": -9877.985, "fmax_ev_per_a": 0.533, "lumo_ev": 1.018, "charge": 0}


Record 5
{"formula": "C3H13N2O2S", "method": "wB97M-V/def2-TZVPD", "symbols": ["N", "C", "C", "S", "C", "N", "H", "H", "H", "H", "H", "H", "H", "H", "H", "H", "H", "O", "H", "H", "O"], "coordinates": [[1.153, 2.146, 0.018], [0.858, 0.867, 0.663], [-0.400, 0.126, 0.602], [-1.031, -0.025, -1.172], [1.216, 1.174, 2.226], [2.566, 1.506, 2.478], [1.285, 2.053, -0.966], [0.219, 2.611, 0.054], [1.641, 0.142, 0.117], [-0.270, -0.886, 0.951], [-1.164, 0.579, 1.142], [0.409, 1.728, 2.720], [0.902, 0.151, 2.653], [2.860, 2.334, 2.006], [3.241, 0.772, 2.259], [2.281, -1.870, -2.308], [1.823, -0.910, -1.141], [2.749, -1.192, -1.698], [-5.380, -4.266, -0.819], [-4.859, -2.861, -1.401], [-5.570, -3.526, -1.418]], "forces_ev_per_angstrom": [[-2.5, 0.9, 0.5], [4.2, -0.3, 1.0], [-0.9, -0.6, -3.1], [0.4, -0.1, 0.6], [-1.8, -4.3, -1.7], [1.0, -0.1, 1.4], [0.1, -0.5, -0.8], [0.9, 0.2, -0.1], [-1.1, 1.4, 2.0], [0.2, -0.2, 0.4], [-1.4, 0.9, 1.2], [0.6, 1.0, -0.4], [1.2, 1.1, 0.0], [-0.1, 0.5, -0.5], [-0.7, 0.2, 0.0], [1.3, 1.7, 1.3], [3.4, -0.8, -2.3], [-4.9, -0.9, 0.7], [0.4, 0.8, -0.3], [-0.1, -0.7, 0.3], [-0.2, -0.1, -0.1]], "e_above_lowest_kj_mol": 228.6, "energy_ev": -21231.999, "fmax_ev_per_a": 4.993, "lumo_ev": 3.273, "charge": -1}


Record 6
{"formula": "C24H41NP2Ti", "method": "wB97M-V/def2-TZVPD", "symbols": ["Ti", "C", "C", "C", "C", "C", "C", "H", "H", "H", "C", "H", "H", "H", "C", "H", "H", "H", "C", "H", "H", "H", "C", "H", "H", "H", "C", "C", "C", "C", "C", "C", "C", "C", "H", "H", "H", "H", "H", "H", "H", "H", "H", "H", "H", "H", "P", "C", "C", "P", "C", "C", "C", "H", "H", "H", "H", "H", "H", "H", "H", "H", "H", "H", "H", "H", "H", "N", "C"], "coordinates": [[-2.084, 0.519, 1.470], [-1.837, -2.184, 2.446], [-0.927, -1.276, 3.020], [-3.055, -0.273, 3.023], [-3.073, -1.490, 2.210], [-1.644, -0.074, 3.412], [-1.634, -3.659, 2.296], [-0.604, -3.931, 2.025], [-2.293, -4.097, 1.536], [-1.859, -4.194, 3.238], [-4.307, -2.156, 1.679], [-4.085, -3.118, 1.186], [-4.807, -1.516, 0.944], [-5.008, -2.357, 2.507], [-4.088, 0.813, 2.917], [-4.825, 0.613, 3.708], [-4.658, 0.835, 1.959], [-3.675, 1.830, 3.074], [-1.022, 1.197, 3.892], [-1.161, 1.306, 4.979], [-1.494, 2.087, 3.434], [0.061, 1.266, 3.690], [0.457, -1.622, 3.476], [0.471, -1.694, 4.579], [1.200, -0.861, 3.179], [0.803, -2.600, 3.095], [-0.897, -1.728, -1.491], [-0.022, -2.552, -0.882], [1.203, -2.179, -0.099], [1.677, -0.694, 0.026], [0.935, 0.442, 0.577], [0.024, 1.225, -0.114], [-0.699, 1.015, -1.419], [-0.660, -0.393, -2.094], [2.134, -2.633, -0.518], [2.053, -0.393, -1.008], [1.042, -2.584, 0.929], [0.336, -0.480, -2.632], [-1.972, -1.964, -1.430], [-0.408, -3.534, -0.583], [-1.458, -0.266, -2.853], [-1.754, 1.349, -1.292], [-0.226, 2.198, 0.348], [-0.333, 1.719, -2.218], [2.581, -0.772, 0.663], [1.377, 0.946, 1.453], [2.184, 0.136, -2.919], [1.933, -0.418, -4.618], [3.944, -0.235, -2.685], [1.887, 2.802, -1.327], [2.132, 1.945, -2.987], [3.700, 2.957, -1.069], [1.824, 4.463, -2.061], [1.024, 0.011, -5.052], [1.838, -1.509, -4.646], [2.818, -0.092, -5.171], [4.416, 0.107, -3.617], [4.074, -1.319, -2.550], [4.370, 0.267, -1.810], [2.630, 4.515, -2.795], [1.978, 5.180, -1.252], [0.864, 4.648, -2.532], [1.387, 2.248, -3.747], [3.166, 2.182, -3.307], [3.872, 3.825, -0.427], [4.137, 3.148, -2.060], [4.159, 2.085, -0.608], [-4.490, 0.481, -0.963], [-3.632, 0.487, -0.135]], "forces_ev_per_angstrom": [[1.5, -0.1, -3.7], [-0.4, 0.9, -0.3], [-0.6, 0.6, 0.6], [1.3, -1.1, 0.3], [-0.1, -0.3, 1.9], [-1.1, -1.5, 0.2], [0.2, -0.4, -0.5], [-0.3, 0.2, 0.1], [0.2, 0.2, 0.2], [0.0, 0.5, -0.2], [-0.3, 0.0, -0.2], [0.0, 0.5, 0.2], [0.0, -0.2, 0.2], [0.2, 0.1, -0.3], [-0.6, 0.3, 0.1], [0.1, 0.4, -0.1], [0.4, -0.3, 0.6], [-0.2, -0.4, 0.2], [0.2, 0.2, 0.4], [0.0, 0.2, -0.3], [0.1, 0.0, 0.1], [-0.5, -0.2, 0.0], [0.5, 0.0, 0.1], [0.0, 0.1, -0.4], [-0.3, -0.3, 0.1], [-0.3, 0.6, 0.1], [-0.6, 0.1, 1.7], [-1.2, 0.7, 0.9], [1.2, 0.4, -0.3], [1.4, -1.0, 0.2], [-2.0, 1.4, -0.6], [-0.4, -0.8, 1.5], [-0.3, -0.5, -0.3], [0.0, 0.9, -1.5], [-0.7, -0.2, 0.4], [-0.7, -0.3, 1.2], [0.2, 0.2, -0.8], [-1.6, 0.1, 0.7], [0.6, -0.7, -0.8], [0.0, 0.2, -0.2], [0.4, -0.2, 0.1], [0.6, -0.4, 0.0], [0.2, -0.4, 0.0], [-0.1, -0.5, 0.9], [-0.3, -0.1, -0.3], [-0.4, -0.4, -0.2], [0.3, -0.7, 0.2], [0.3, 0.2, -0.5], [0.4, 0.1, -0.5], [1.4, 0.6, -1.5], [0.4, -0.2, -0.4], [0.3, 0.1, 0.5], [-0.2, 0.3, 0.0], [0.2, 0.0, 0.1], [0.1, 0.2, 0.0], [-0.2, -0.2, -0.5], [0.5, -0.2, 0.4], [0.0, 0.3, -0.2], [-0.1, 0.0, -0.3], [-0.1, 0.4, 0.0], [0.0, 0.2, -0.2], [-0.1, 0.2, -0.1], [0.4, 0.0, 0.4], [-0.8, 0.5, -0.3], [0.1, -0.1, 0.0], [0.2, 0.0, 0.6], [0.1, 0.0, 0.0], [2.8, 0.0, 2.7], [-2.1, -0.1, -2.2]], "s_squared": 0.761, "e_above_lowest_kj_mol": 0.0, "energy_ev": -68724.378, "multiplicity": 2, "fmax_ev_per_a": 4.025, "lumo_ev": [-3.794, -3.570], "charge": 1}


Record 7
{"formula": "C6H10N2O", "method": "wB97M-V/def2-TZVPD", "symbols": ["C", "C", "C", "C", "C", "C", "H", "H", "H", "H", "H", "H", "H", "H", "H", "H", "N", "N", "O"], "coordinates": [[-1.337, -0.423, -0.608], [-1.305, 1.177, -0.439], [0.009, 1.122, 0.243], [-0.036, 0.070, 1.222], [-0.042, -0.802, -0.082], [2.885, -0.677, -0.201], [-3.125, -0.907, -0.538], [-1.386, -0.513, -1.751], [-2.102, 1.542, 0.148], [-1.391, 1.704, -1.403], [0.504, 2.109, 0.525], [-0.965, 0.071, 1.991], [0.890, 0.022, 1.812], [0.288, -1.797, -0.009], [2.497, -1.714, -0.436], [3.952, -0.505, 0.054], [0.856, 0.273, -0.551], [2.137, 0.281, -0.173], [-2.330, -1.033, 0.195]], "forces_ev_per_angstrom": [[-1.4, 1.6, -2.5], [0.3, -1.7, -1.4], [1.9, 6.0, 0.6], [-2.9, -1.7, 4.8], [1.4, 0.5, 2.7], [2.0, -4.1, 0.0], [2.3, -0.9, 3.5], [-0.4, -0.9, 1.5], [-0.8, 0.2, 1.1], [0.6, -0.3, 0.3], [-0.6, -1.1, -0.4], [2.0, -0.3, -1.8], [-0.3, -0.3, -0.4], [0.2, -1.3, -0.5], [0.7, 0.9, 0.1], [-0.8, -0.4, -0.2], [0.3, -0.7, -3.1], [-0.9, 4.1, 0.1], [-3.6, 0.5, -4.4]], "e_above_lowest_kj_mol": 464.0, "energy_ev": -11407.279, "fmax_ev_per_a": 6.300, "lumo_ev": 0.689, "charge": 0}


Record 8
{"formula": "C3H2AgFLiO3", "method": "wB97M-V/def2-TZVPD", "symbols": ["O", "C", "C", "O", "O", "C", "Ag", "F", "H", "H", "Li"], "coordinates": [[-0.354, -1.498, -0.427], [0.299, -1.069, 0.649], [-0.733, -0.390, -1.211], [0.546, -1.510, 1.761], [0.433, 0.194, 0.465], [0.182, 0.699, -0.881], [1.603, -0.067, 3.560], [-2.109, 0.321, -0.531], [-0.888, -0.635, -2.262], [-0.035, 1.396, -1.704], [1.056, 2.559, 0.581]], "forces_ev_per_angstrom": [[-1.2, -1.8, -0.4], [-1.6, 1.1, 1.0], [1.7, 2.4, 0.4], [0.0, -1.5, -1.3], [2.6, 6.4, 0.9], [-1.3, -5.7, -2.2], [-0.1, 0.1, -0.3], [0.2, -1.8, -0.7], [-0.8, -0.2, 0.6], [0.8, 1.9, 2.0], [-0.3, -1.1, 0.0]], "s_squared": 0.751, "e_above_lowest_kj_mol": 554.3, "energy_ev": -16200.893, "multiplicity": 2, "fmax_ev_per_a": 7.006, "lumo_ev": [-1.541, -1.614], "charge": 0}